{"formula": "C20H41HfN2P3Se", "method": "the ωB97M-V functional and the def2-TZVPD basis", "elements": ["Hf", "P", "P", "P", "H", "C", "C", "H", "C", "C", "C", "C", "C", "C", "C", "C", "C", "H", "H", "H", "H", "H", "H", "H", "H", "H", "H", "H", "H", "H", "H", "H", "H", "H", "H", "H", "H", "H", "H", "H", "H", "H", "H", "H", "H", "H", "C", "C", "C", "C", "C", "C", "Se", "H", "H", "H", "H", "H", "H", "N", "C", "C", "C", "N", "H", "H", "H", "H"], "positions_angstrom": [[-0.168, -0.542, 0.870], [0.226, 1.916, 2.254], [-2.588, 0.439, 0.424], [2.412, -0.158, 0.182], [-1.607, -2.565, -2.319], [-0.630, -2.617, -1.842], [-0.393, -2.066, -0.582], [-1.387, -1.803, 0.031], [0.381, 3.612, 1.472], [-1.138, 2.416, 3.367], [1.738, 2.089, 3.318], [-3.570, -0.424, -0.880], [-3.671, -0.111, 1.816], [-3.268, 2.084, -0.011], [2.904, -1.377, -1.113], [3.418, -0.941, 1.521], [3.448, 1.230, -0.418], [0.082, -3.269, -2.307], [0.460, -2.569, -0.032], [0.509, 4.346, 2.297], [-0.542, 3.823, 0.903], [1.256, 3.631, 0.799], [-0.872, 3.356, 3.870], [-1.329, 1.639, 4.111], [-2.051, 2.555, 2.768], [1.609, 2.957, 3.990], [2.625, 2.242, 2.678], [1.891, 1.173, 3.907], [-4.633, -0.321, -0.616], [-3.316, -1.487, -0.938], [-3.393, 0.050, -1.853], [-4.718, 0.092, 1.530], [-3.418, 0.410, 2.750], [-3.536, -1.193, 1.965], [-4.368, 2.021, -0.032], [-2.920, 2.380, -1.010], [-2.980, 2.873, 0.689], [3.992, -1.526, -1.018], [2.664, -0.984, -2.113], [2.384, -2.332, -0.955], [4.345, -1.337, 1.072], [2.842, -1.775, 1.951], [3.655, -0.218, 2.316], [4.376, 0.843, -0.879], [3.744, 1.921, 0.380], [2.923, 1.823, -1.183], [0.006, 0.737, -3.958], [-0.471, -0.476, -4.504], [0.040, -0.982, -5.720], [0.976, -0.230, -6.436], [1.393, 1.014, -5.962], [0.902, 1.504, -4.752], [-0.506, 1.553, -2.282], [0.549, 1.060, -1.355], [-1.239, -1.075, -3.967], [-0.309, -1.948, -6.126], [1.400, -0.619, -7.360], [2.085, 1.599, -6.580], [1.209, 2.487, -4.410], [-0.560, -3.309, 2.214], [-0.525, -3.967, 3.371], [-0.272, -3.021, 4.349], [-0.157, -1.820, 3.739], [-0.312, -1.992, 2.395], [-0.743, -3.726, 1.322], [-0.694, -5.025, 3.387], [-0.190, -3.257, 5.378], [0.028, -0.810, 4.127]], "atomic_forces_ev_per_a": [[1.7920, 3.9107, 1.1821], [0.4656, 2.4388, 0.6890], [-3.1352, 0.1509, -0.5684], [2.4860, -0.8586, -0.4927], [0.1114, 0.2452, 0.0327], [-0.4709, 0.6128, 1.8436], [-1.6320, -2.6455, -2.1458], [0.7046, -1.2590, -1.6247], [-0.0536, -0.6781, -0.9269], [-0.4113, -0.9124, 0.0528], [0.0473, -0.9500, -0.1508], [0.6138, -0.3825, -0.4257], [0.6248, 0.0858, 0.5011], [0.7101, 0.9230, 0.1238], [-0.7228, -0.0533, -0.3717], [-0.4318, 0.3174, 0.4427], [-0.3108, 0.9724, -0.0042], [0.6353, 0.0383, -0.4009], [-0.5825, 0.5481, -0.1629], [-0.0839, -0.5779, -0.4918], [0.5028, 0.1273, 0.1982], [-0.4224, 0.2030, 0.2370], [-0.0405, -0.2772, -0.1574], [-0.1274, 0.2072, 0.1110], [0.2588, 0.0803, 0.2838], [-0.0204, -0.4017, -0.3274], [-0.4004, -0.0050, 0.2835], [0.1226, 0.3761, 0.0712], [0.4011, -0.0548, -0.0630], [-0.2729, 0.0053, -0.0880], [0.0093, -0.1859, 0.1818], [0.4696, -0.0406, 0.2085], [-0.2407, -0.1903, -0.1898], [-0.1790, 0.2501, 0.0339], [0.3811, -0.2568, 0.1407], [-0.1035, -0.1556, 0.3254], [-0.0847, -0.0772, -0.0504], [-0.4934, 0.0589, -0.1233], [0.0607, -0.2187, 0.2198], [0.3628, 0.1007, -0.1745], [-0.3705, 0.2617, 0.2694], [0.3252, 0.1164, 0.0102], [-0.0240, -0.3141, -0.1807], [-0.4834, -0.1609, 0.2963], [-0.1571, -0.1948, -0.0494], [0.1104, -0.2446, 0.1963], [0.9360, -0.0134, -1.4393], [-0.0996, -0.6556, 0.6596], [-0.1958, 0.2278, 0.2649], [-0.0653, -0.2189, 0.3075], [-0.1798, 0.0085, -0.1960], [-0.1799, -0.2445, 0.5894], [-0.4920, -0.4135, -0.1173], [0.3768, -0.0630, -0.1070], [0.4389, 0.5694, -0.4265], [0.1375, 0.7008, 0.3725], [-0.1965, 0.0829, 0.1235], [-0.3124, -0.1244, 0.4777], [0.0388, -0.1152, -0.0219], [0.1038, -0.8109, 0.6295], [-0.1112, 0.5655, -0.6751], [-0.0011, -0.8166, 1.0100], [0.1933, 0.9631, -0.3795], [-0.2462, 0.4194, -0.6382], [-0.0799, -0.0427, -0.3147], [-0.0306, -0.3678, 0.2576], [0.0720, 0.0430, 0.8357], [-0.0470, -0.6288, 0.0232]], "homo_ev": -19.0624, "total_charge": 4, "mol_weight_g_mol": 659.9, "energy_ha": -4368.0836, "de_lowest_kj_mol": 66.10, "max_force_ev_per_a": 4.5, "homo_lumo_gap_ev": 4.3, "e_lumo_ev": -14.742}

---

{"formula": "C20H41N10O4PRbSSb", "method": "the ωB97M-V functional and the def2-TZVPD basis", "elements": ["Rb", "N", "C", "S", "N", "N", "C", "C", "C", "C", "C", "C", "N", "H", "H", "H", "H", "H", "H", "H", "N", "N", "N", "C", "N", "N", "H", "H", "H", "C", "O", "P", "O", "C", "O", "C", "H", "H", "H", "H", "H", "H", "H", "H", "H", "C", "N", "C", "C", "O", "H", "H", "H", "H", "H", "H", "H", "C", "C", "Sb", "C", "C", "C", "C", "H", "H", "H", "H", "H", "H", "H", "H", "H", "H", "H", "H", "H", "H", "H"], "positions_angstrom": [[-0.257, 0.199, 1.114], [2.689, -0.909, 5.377], [2.177, -0.523, 4.172], [0.887, -1.439, 3.499], [2.783, 0.517, 3.645], [2.220, 1.054, 2.538], [3.028, 1.745, 1.829], [2.637, 2.539, 0.657], [3.627, 3.293, 0.019], [3.294, 4.099, -1.051], [1.973, 4.144, -1.470], [1.056, 3.355, -0.796], [1.366, 2.565, 0.231], [2.469, -1.842, 5.675], [3.578, -0.519, 5.641], [4.080, 1.819, 2.114], [4.647, 3.245, 0.379], [4.052, 4.690, -1.549], [1.659, 4.768, -2.297], [0.011, 3.350, -1.092], [1.563, -4.756, 2.227], [1.860, -3.715, 1.364], [3.065, -3.223, 1.265], [2.856, -2.239, 0.397], [1.582, -2.176, -0.011], [0.952, -3.139, 0.634], [1.949, -4.479, 3.126], [0.552, -4.756, 2.311], [3.632, -1.566, 0.073], [-3.934, 4.926, 0.714], [-3.513, 3.914, 1.628], [-2.455, 2.803, 1.060], [-2.175, 2.085, 2.494], [-1.254, 2.705, 3.405], [-3.384, 1.657, 0.419], [-4.428, 1.010, 1.169], [-4.526, 5.642, 1.278], [-4.551, 4.509, -0.085], [-3.079, 5.441, 0.270], [-1.142, 2.030, 4.248], [-1.651, 3.660, 3.749], [-0.277, 2.849, 2.935], [-5.150, 0.642, 0.445], [-4.911, 1.714, 1.845], [-4.007, 0.178, 1.729], [-2.890, -4.824, 2.831], [-3.056, -3.675, 1.969], [-4.167, -3.689, 1.038], [-2.195, -2.641, 2.007], [-2.287, -1.635, 1.316], [-3.777, -4.974, 3.450], [-2.037, -4.667, 3.490], [-2.724, -5.730, 2.243], [-4.079, -4.540, 0.358], [-4.154, -2.767, 0.466], [-5.112, -3.771, 1.580], [-1.392, -2.769, 2.748], [0.286, 1.267, -5.432], [-0.610, 0.969, -4.231], [0.281, -0.001, -2.504], [2.341, 0.596, -2.816], [3.153, -0.201, -3.835], [0.399, -2.023, -3.268], [0.335, -2.222, -4.781], [-0.263, 1.811, -6.205], [0.671, 0.354, -5.883], [1.142, 1.882, -5.147], [-1.458, 0.342, -4.520], [-1.039, 1.894, -3.840], [2.805, 0.548, -1.828], [2.310, 1.655, -3.080], [3.159, -1.267, -3.600], [4.193, 0.135, -3.855], [2.752, -0.088, -4.842], [-0.415, -2.556, -2.774], [1.321, -2.434, -2.854], [-0.553, -1.760, -5.216], [0.302, -3.287, -5.028], [1.205, -1.798, -5.280]], "atomic_forces_ev_per_a": [[0.0272, 0.1106, -0.1918], [-0.0802, -0.1781, 0.0899], [0.0069, 0.2321, -0.3354], [-0.0666, -0.3798, 0.4475], [0.2961, 0.0474, 0.2076], [-0.1186, -0.1028, -0.1811], [0.1539, 0.2102, -0.0427], [-0.1066, 0.0493, -0.0978], [0.1003, 0.0037, -0.0019], [0.0133, 0.0195, -0.0124], [0.0266, 0.0031, -0.0072], [-0.0388, -0.1430, 0.0454], [0.0001, 0.0335, 0.1216], [0.0138, 0.0237, 0.0344], [0.0032, 0.0347, -0.0309], [-0.0174, -0.0378, 0.0863], [-0.0152, 0.0001, 0.0024], [-0.0013, -0.0087, 0.0069], [-0.0063, -0.0107, 0.0117], [-0.0056, 0.0013, 0.0168], [0.1095, -0.1355, 0.0058], [-0.0515, 0.0550, -0.0378], [-0.0520, 0.0739, -0.0064], [-0.0762, 0.0437, -0.0415], [0.1271, -0.0628, -0.0294], [0.0504, 0.1043, -0.0167], [-0.0709, 0.0584, 0.0470], [-0.0214, 0.0092, -0.0076], [-0.0192, -0.0205, -0.0138], [-0.0044, 0.0175, 0.0016], [-0.1531, 0.0660, -0.0468], [0.1211, 0.1585, 0.0194], [0.1129, -0.0471, 0.0543], [-0.0405, -0.0076, -0.0651], [-0.1106, -0.0236, 0.0035], [0.0175, 0.0000, -0.0321], [0.0056, 0.0055, 0.0159], [-0.0006, -0.0254, 0.0205], [0.0137, -0.0205, 0.0066], [0.0065, -0.0321, -0.0009], [0.0182, 0.0207, 0.0051], [-0.0089, 0.0237, -0.0176], [0.0014, -0.0117, -0.0129], [0.0018, 0.0209, 0.0106], [0.0083, -0.0067, 0.0012], [0.0056, 0.0335, -0.0334], [0.0072, -0.1072, -0.0023], [0.0543, -0.0098, 0.0653], [-0.1058, 0.2050, -0.0556], [-0.1424, -0.2909, 0.0810], [-0.0068, 0.0001, 0.0024], [-0.0026, 0.0056, -0.0036], [0.0072, -0.0116, 0.0006], [-0.0062, -0.0012, -0.0041], [0.0104, 0.0166, -0.0046], [-0.0124, 0.0003, -0.0077], [0.0286, 0.0174, -0.0021], [-0.0941, 0.0126, 0.0900], [0.1304, -0.0037, -0.0300], [-0.0308, -0.0363, -0.1411], [-0.0021, -0.0701, -0.0316], [-0.0245, 0.0648, 0.0959], [-0.0192, 0.0485, -0.0769], [-0.0149, -0.0279, 0.0948], [0.0160, 0.0041, -0.0068], [0.0051, -0.0075, -0.0192], [0.0024, -0.0022, -0.0063], [-0.0030, 0.0031, -0.0073], [-0.0129, 0.0134, -0.0141], [0.0144, -0.0055, 0.0025], [0.0104, 0.0068, 0.0002], [0.0059, 0.0024, 0.0002], [0.0022, -0.0040, -0.0031], [0.0044, 0.0009, -0.0172], [0.0026, -0.0115, -0.0061], [-0.0143, -0.0191, 0.0160], [0.0096, -0.0076, 0.0088], [0.0008, 0.0121, -0.0147], [0.0046, -0.0033, -0.0017]], "homo_ev": -6.9363, "total_charge": 0, "mol_weight_g_mol": 755.9, "energy_ha": -2639.0558, "de_lowest_kj_mol": 36.73, "max_force_ev_per_a": 0.6, "homo_lumo_gap_ev": 7.2, "e_lumo_ev": 0.311}

---

{"formula": "C20H41N2O2P3ReS", "method": "the ωB97M-V functional and the def2-TZVPD basis", "elements": ["P", "C", "H", "H", "H", "C", "H", "H", "H", "C", "H", "H", "H", "P", "C", "H", "H", "H", "C", "H", "H", "H", "C", "H", "H", "H", "P", "C", "H", "H", "H", "C", "H", "H", "H", "C", "H", "H", "H", "Re", "C", "O", "C", "O", "C", "C", "C", "C", "C", "C", "H", "H", "H", "H", "H", "H", "C", "N", "C", "S", "N", "C", "H", "H", "H", "H", "H", "H", "H", "H"], "positions_angstrom": [[3.217, -0.797, 0.094], [3.703, -0.803, 1.846], [4.790, -0.875, 1.955], [3.187, -1.606, 2.384], [3.340, 0.147, 2.256], [3.621, -2.482, -0.508], [3.670, -2.512, -1.609], [2.787, -3.125, -0.177], [4.573, -2.808, -0.067], [4.557, 0.225, -0.634], [5.500, -0.340, -0.672], [4.666, 1.140, -0.030], [4.254, 0.531, -1.646], [-1.047, 3.314, -0.806], [-1.115, 3.823, 0.916], [-1.313, 4.900, 0.973], [-0.169, 3.613, 1.430], [-1.920, 3.283, 1.426], [0.032, 4.545, -1.616], [0.011, 4.452, -2.715], [1.073, 4.429, -1.279], [-0.327, 5.543, -1.322], [-2.718, 3.671, -1.432], [-2.759, 4.738, -1.684], [-3.438, 3.452, -0.633], [-3.003, 3.090, -2.322], [-2.256, -2.484, 0.278], [-2.972, -2.549, 1.956], [-3.834, -3.227, 1.955], [-3.289, -1.535, 2.235], [-2.199, -2.858, 2.669], [-3.752, -2.569, -0.783], [-4.445, -3.317, -0.374], [-3.483, -2.815, -1.818], [-4.232, -1.578, -0.800], [-1.419, -4.082, 0.021], [-2.161, -4.869, -0.164], [-0.781, -4.315, 0.882], [-0.764, -3.976, -0.856], [-0.228, 0.812, -1.508], [1.114, 1.542, -0.200], [1.820, 2.061, 0.582], [-1.785, 0.625, -0.244], [-2.707, 0.564, 0.488], [-1.390, 0.227, -3.220], [-0.870, -0.939, -2.643], [0.494, -1.060, -2.383], [1.345, -0.032, -2.776], [0.861, 1.165, -3.318], [-0.538, 1.312, -3.545], [-2.474, 0.323, -3.311], [-1.517, -1.758, -2.354], [0.881, -1.918, -1.837], [2.403, -0.160, -2.576], [1.572, 1.983, -3.460], [-0.968, 2.234, -3.921], [1.317, -1.042, 6.077], [0.510, -1.661, 5.001], [0.242, -0.989, 3.851], [0.336, -1.761, 2.335], [-0.107, 0.324, 3.991], [-0.929, 0.747, 5.127], [1.387, 0.058, 6.028], [2.335, -1.455, 6.043], [0.845, -1.329, 7.025], [0.761, -2.646, 4.836], [-0.405, 0.724, 3.101], [-0.378, 1.441, 5.760], [-1.789, 1.276, 4.719], [-1.278, -0.087, 5.738]], "atomic_forces_ev_per_a": [[3.3757, -0.9059, 0.2224], [-1.4228, 0.3318, 0.3253], [-0.1043, -0.0332, -0.2389], [0.3384, 0.0385, -0.0914], [0.3243, -0.0661, 0.1613], [-1.5004, 0.0495, -0.3795], [0.0732, 0.0073, 0.4271], [0.5508, -0.1920, -0.1359], [-0.1875, 0.1910, 0.0183], [-1.1200, 0.9791, -0.3221], [-0.3518, -0.0740, 0.1001], [0.0917, -0.3016, -0.2088], [0.4393, -0.0571, 0.1685], [0.3208, -0.1631, -1.9140], [0.2275, -0.5246, 0.5501], [-0.0145, -0.1844, -0.1105], [-0.1374, 0.1616, -0.0947], [0.0626, 0.1556, -0.0462], [0.2046, -0.1090, 0.0520], [-0.1127, 0.0270, 0.4387], [-0.3217, 0.0717, -0.0602], [0.1360, -0.2370, -0.1855], [-0.1938, -0.2032, -0.0098], [-0.1115, -0.1813, 0.1231], [0.0634, 0.1210, -0.2461], [0.2463, 0.2003, 0.2753], [-2.0734, -2.2651, 0.3284], [0.7840, 1.0114, 0.2360], [0.1726, 0.0394, -0.0770], [-0.2130, -0.2879, -0.0021], [-0.3620, -0.1692, -0.1335], [0.5104, 1.1449, -0.5658], [0.2710, 0.0968, 0.0202], [-0.1058, -0.1342, 0.2394], [-0.0652, -0.3851, 0.0968], [0.9710, 0.6967, -0.2007], [0.0178, 0.1816, 0.0820], [-0.2573, -0.0869, -0.1463], [-0.2129, -0.3402, 0.0830], [-1.2058, 2.8164, 6.6900], [1.3079, 1.0728, 2.3974], [-1.8629, -1.5487, -2.4067], [-1.7314, -0.3203, 2.2408], [2.6605, 0.2786, -2.3299], [-1.4209, 0.1796, -1.4133], [-0.5943, -0.9650, -0.2674], [0.4729, -1.4689, -0.0280], [1.3350, -0.1092, -0.4859], [0.7397, 0.9380, -1.3551], [-0.1244, 0.1855, -0.9835], [0.4047, 0.0211, -0.2634], [-0.0932, 0.2206, -0.0635], [-0.0646, 0.0368, -0.4064], [-0.0916, 0.2745, -0.0719], [-0.4007, -0.2418, -0.3487], [0.1760, -0.1260, -0.0928], [0.0485, 0.1053, 0.9716], [1.0311, -0.1666, -2.1798], [-0.2597, 1.3051, 2.4496], [0.2254, 0.0679, -0.0535], [-0.3914, -1.9507, -1.5471], [-0.2059, 0.7903, 0.5263], [-0.2520, -0.6705, -0.2514], [-0.3581, 0.0432, 0.0057], [0.2840, 0.1720, -0.1455], [-0.4335, 0.4350, 0.3518], [0.4001, 0.1488, 0.3557], [-0.0282, -0.0397, 0.0133], [-0.0221, -0.0154, 0.1183], [0.1417, -0.0729, -0.2056]], "multiplicity": 4, "homo_ev": [-19.9077, -19.6206], "total_charge": 4, "mol_weight_g_mol": 652.8, "energy_ha": -2545.6369, "max_force_ev_per_a": 7.4, "homo_lumo_gap_ev": [8.8, 4.3], "e_lumo_ev": [-11.074, -15.332]}